22
Properties=species:S:1:pos:R:3:mulliken_charge:R:1 method="wB97M-V/def2-TZVPD" total_charge=+1 smiles=CC[C@@](C)(N)C[NH3+] orbital_gap_ev=10.084 de_lowest_kj_mol=195.47 homo_energy_ev=-13.496
H 2.06 -1.78 0.08 0.44
H 0.55 2.06 0.23 0.40
H 1.85 -1.00 1.52 0.41
H 0.23 0.96 -1.67 0.40
H 1.31 0.93 1.05 0.32
H -0.21 -2.57 -1.14 0.29
H -2.64 -0.04 -0.57 0.29
C -2.01 0.75 -0.01 -0.98
H 0.60 -2.16 1.18 0.42
H 1.81 0.04 -1.59 0.36
N 1.34 1.44 0.10 -0.23
C 1.23 -1.45 0.68 -1.58
H -1.55 -1.76 -1.07 0.27
H -2.58 1.38 0.66 0.36
C 0.12 -0.68 -0.15 1.13
H -1.49 1.52 -0.67 0.24
N -0.47 -1.55 -1.14 -0.71
H -0.55 0.56 1.57 0.40
C 0.89 0.46 -1.02 -1.00
C -0.90 -0.05 0.74 -0.94
H -1.54 -0.86 1.20 0.38
H 2.21 1.91 0.07 0.32